1.
{
  "formula": "C27H33ClN3O6P2V",
  "method": "the ωB97M-V functional and the def2-TZVPD basis",
  "e_homo_ev": [-8.059, -8.058],
  "e_tot_ev": -102082.6637,
  "charge": 0,
  "lumo_ha": [-0.0280, -0.0280],
  "spin_multiplicity": 1,
  "species": ["V", "O", "C", "O", "C", "C", "C", "C", "C", "N", "C", "O", "O", "H", "H", "H", "C", "P", "C", "N", "C", "C", "C", "C", "C", "C", "N", "C", "P", "C", "C", "C", "C", "C", "C", "C", "C", "C", "H", "H", "H", "H", "H", "H", "H", "H", "H", "H", "H", "H", "H", "H", "H", "H", "H", "H", "H", "H", "H", "H", "H", "H", "H", "H", "H", "H", "Cl", "C", "C", "O", "O", "H", "H"],
  "xyz": [[0.30340, 0.27013, -1.79939], [-1.53962, -3.38561, -2.12211], [-0.79227, -2.43646, -2.16415], [-0.85107, -1.35528, -1.43535], [0.40441, -2.38547, -3.08599], [0.82895, -3.37711, -3.95064], [1.99756, -3.15757, -4.67113], [2.70190, -1.97217, -4.50739], [2.19488, -1.02659, -3.63194], [1.07954, -1.25393, -2.95559], [2.82096, 0.30382, -3.27155], [3.89030, 0.64032, -3.73193], [2.09334, 0.94699, -2.40964], [0.25007, -4.28555, -4.03327], [2.36479, -3.91323, -5.35286], [3.62242, -1.75678, -5.03079], [1.99807, -2.27949, 0.06734], [1.36854, -0.57797, 0.21861], [0.04534, -0.86517, 1.48685], [0.32108, -1.71226, 2.43642], [-0.67146, -2.03148, 3.30965], [-0.41004, -2.93839, 4.36321], [-1.40759, -3.27241, 5.22996], [-2.70640, -2.72376, 5.08076], [-2.97962, -1.85270, 4.06853], [-1.95603, -1.48636, 3.16331], [-2.23187, -0.61148, 2.15782], [-1.26554, -0.28668, 1.34752], [-1.61517, 0.87937, -0.04961], [-3.21450, 0.28878, -0.68806], [-2.07020, 2.48761, 0.79477], [-2.28053, 3.55736, -0.28232], [-3.36460, 2.38199, 1.61495], [-0.93073, 2.94400, 1.70306], [2.75359, 0.35011, 1.03878], [2.91999, -0.00143, 2.51505], [4.04275, 0.00065, 0.28122], [2.48066, 1.84409, 0.88415], [2.42739, -2.61573, 1.01085], [2.74785, -2.32618, -0.72222], [1.17157, -2.94391, -0.18627], [0.58683, -3.34846, 4.44906], [-1.21322, -3.96427, 6.03771], [-3.48506, -3.00462, 5.77602], [-3.96230, -1.42511, 3.92634], [-3.87401, 0.00412, 0.13033], [-3.03605, -0.56344, -1.33700], [-3.67382, 1.09294, -1.26397], [-3.11957, 3.31984, -0.93562], [-1.39327, 3.70161, -0.89597], [-2.51405, 4.50223, 0.21437], [-4.22829, 2.17816, 0.98504], [-3.53208, 3.35070, 2.09288], [-3.31763, 1.61985, 2.38614], [-0.06603, 3.26595, 1.11985], [-0.61133, 2.17767, 2.41370], [-1.27244, 3.80486, 2.28279], [2.98469, -1.07556, 2.68929], [2.09465, 0.38125, 3.11730], [3.84165, 0.45769, 2.88055], [4.36498, -1.02206, 0.47545], [4.83404, 0.66706, 0.63167], [3.95055, 0.15024, -0.79482], [1.53566, 2.12692, 1.35119], [2.45928, 2.14643, -0.16425], [3.27086, 2.40205, 1.39268], [-2.93174, 3.22216, -4.03770], [-1.14510, 3.20186, -4.06060], [-0.63299, 2.10721, -3.16457], [-0.80477, 0.89496, -3.47796], [-0.02179, 2.38202, -2.10435], [-0.79265, 4.17066, -3.72045], [-0.83713, 3.01106, -5.08572]],
  "forces_ev_per_angstrom": [[-0.4, 0.1, -0.1], [0.0, 0.1, 0.1], [0.3, -0.2, -0.2], [0.1, 0.6, 0.1], [-0.1, -0.2, -0.1], [0.0, 0.1, 0.1], [0.0, 0.0, 0.0], [0.0, 0.1, 0.1], [0.2, -0.1, -0.1], [0.0, 0.1, 0.2], [0.2, -0.4, -0.2], [-0.2, 0.1, 0.1], [-0.6, 0.2, 0.2], [0.0, 0.0, 0.0], [0.0, 0.0, 0.0], [0.0, 0.0, 0.0], [0.0, -0.1, 0.1], [-0.1, -0.2, 0.2], [0.0, 0.2, -0.2], [0.0, -0.1, 0.1], [0.2, -0.1, 0.0], [0.0, 0.0, 0.0], [-0.1, 0.0, 0.0], [0.1, 0.0, 0.0], [0.0, 0.0, 0.0], [-0.2, 0.1, 0.0], [-0.1, 0.0, 0.1], [0.1, 0.0, -0.2], [0.2, -0.2, -0.2], [-0.1, 0.0, 0.1], [0.0, 0.1, 0.0], [0.0, 0.1, 0.0], [0.1, 0.0, -0.1], [0.1, 0.1, 0.0], [0.1, 0.0, -0.1], [0.0, 0.0, 0.1], [0.0, 0.0, 0.0], [-0.1, 0.1, 0.1], [0.0, 0.0, 0.0], [0.0, 0.0, 0.0], [0.0, 0.0, 0.0], [0.0, 0.0, 0.0], [0.0, 0.0, 0.0], [0.0, 0.0, 0.0], [0.0, 0.0, 0.0], [0.0, 0.0, 0.0], [0.0, 0.0, 0.0], [0.0, 0.0, 0.0], [0.0, 0.0, -0.1], [0.0, 0.0, 0.1], [0.0, 0.0, 0.0], [0.0, 0.0, -0.1], [0.0, 0.0, 0.0], [0.0, -0.1, 0.1], [-0.1, 0.0, 0.0], [0.0, 0.0, 0.0], [0.0, 0.0, 0.0], [0.0, 0.0, 0.0], [0.0, 0.0, 0.0], [0.0, 0.0, 0.0], [0.0, 0.0, 0.0], [0.0, 0.0, 0.0], [0.0, 0.0, 0.0], [0.1, -0.1, 0.0], [0.0, 0.0, 0.0], [0.0, 0.0, 0.0], [0.0, 0.0, 0.0], [0.0, 0.1, -0.1], [0.1, -0.2, 0.1], [0.0, -0.2, 0.0], [0.2, 0.3, 0.1], [0.0, 0.0, 0.0], [0.0, 0.0, 0.0]],
  "mulliken_charge": [0.34, -0.70, -0.16, -0.44, 0.56, -0.92, -0.37, -0.83, 0.50, 0.71, 0.16, -0.72, -0.58, 0.58, 0.45, 0.58, -2.04, 2.41, -0.05, -0.18, 0.20, -0.52, -0.56, -0.57, -0.57, 0.19, -0.19, -0.45, 1.22, -1.69, 1.83, -1.82, -1.77, -1.82, 2.23, -1.87, -1.87, -1.97, 0.44, 0.36, 0.53, 0.48, 0.40, 0.40, 0.47, 0.47, 0.32, 0.37, 0.35, 0.22, 0.54, 0.34, 0.53, 0.30, 0.38, 0.31, 0.59, 0.27, 0.31, 0.56, 0.37, 0.52, 0.28, 0.11, 0.31, 0.61, -0.20, -0.75, 0.78, -0.50, -0.53, 0.35, 0.41]
}

2.
{
  "formula": "C29H48GdNOP2",
  "method": "the ωB97M-V functional and the def2-TZVPD basis",
  "e_homo_ev": [-9.036, -10.185],
  "e_tot_ev": -73791.4312,
  "charge": 1,
  "lumo_ha": [-0.1216, -0.1212],
  "spin_multiplicity": 9,
  "species": ["Gd", "C", "C", "C", "C", "C", "C", "H", "H", "H", "C", "H", "H", "H", "C", "H", "H", "H", "C", "H", "H", "H", "C", "H", "H", "H", "C", "C", "C", "C", "C", "C", "C", "C", "H", "H", "H", "H", "H", "H", "H", "H", "H", "H", "H", "H", "P", "P", "C", "C", "H", "H", "H", "H", "C", "H", "H", "H", "C", "H", "H", "H", "C", "H", "H", "H", "C", "H", "H", "H", "O", "N", "C", "C", "C", "C", "C", "H", "H", "H", "H", "H"],
  "xyz": [[-1.53478, 1.06834, -1.04019], [-0.33771, 0.48485, 1.02761], [0.66675, 0.88225, 0.04797], [-0.61651, 2.75110, 0.56174], [-1.13891, 1.64858, 1.32982], [0.50309, 2.29022, -0.20366], [-0.22138, -0.68194, 1.94521], [0.07836, -1.57596, 1.38344], [-1.15591, -0.86976, 2.49243], [0.58214, -0.48610, 2.67439], [-2.11066, 1.73561, 2.48582], [-1.61036, 1.42712, 3.43132], [-3.00327, 1.09017, 2.33620], [-2.44312, 2.77868, 2.65061], [-1.10786, 4.16338, 0.63551], [-1.16942, 4.54836, 1.66694], [-2.09805, 4.24995, 0.15852], [-0.41814, 4.84688, 0.12568], [1.45302, 3.16910, -0.95705], [2.14323, 3.70296, -0.28524], [0.93041, 3.94783, -1.52696], [2.11491, 2.59904, -1.62182], [1.90046, 0.11753, -0.32331], [2.82079, 0.68887, -0.10411], [1.93873, -0.11220, -1.39927], [2.01228, -0.82110, 0.24202], [0.21341, -4.01701, -1.78657], [1.17997, -3.70620, -0.89341], [2.60415, -3.43092, -1.29235], [2.97870, -3.62425, -2.82386], [2.98525, -2.42178, -3.71706], [1.90399, -1.64934, -3.95023], [0.76644, -1.84100, -2.96942], [0.03171, -3.22430, -3.03989], [3.18550, -4.15237, -0.67688], [2.37511, -4.43924, -3.24509], [2.92875, -2.41121, -1.01209], [0.38398, -3.78544, -3.91238], [-0.50621, -4.83083, -1.67331], [0.98082, -3.68635, 0.17915], [-1.04102, -3.01996, -3.20185], [1.16408, -1.72956, -1.94672], [1.89925, -0.83086, -4.66056], [0.00329, -1.05032, -3.03880], [3.98108, -4.08569, -2.85016], [3.95014, -2.20934, -4.22416], [-0.89763, -1.09319, -5.60244], [-1.22477, 2.19551, -5.52935], [-1.49628, -0.20813, -7.14350], [-2.02612, 1.21606, -6.92293], [-2.31660, -0.81130, -7.56856], [-0.66762, -0.17400, -7.87022], [-2.01316, 1.83733, -7.84632], [-3.08397, 1.17476, -6.60832], [-1.70886, 3.82532, -6.26042], [-1.29082, 4.63264, -5.64895], [-2.80012, 3.90511, -6.20006], [-1.38686, 3.91709, -7.31080], [0.54744, 2.21072, -6.10315], [0.69806, 2.32640, -7.18475], [1.07449, 1.31235, -5.77635], [1.04136, 3.04122, -5.58418], [-2.45571, -2.04502, -5.22506], [-2.58265, -2.13744, -4.13749], [-2.38155, -3.05027, -5.66118], [-3.35731, -1.54353, -5.59967], [0.11867, -2.44566, -6.36863], [-0.10279, -2.61088, -7.40515], [-0.20462, -3.34044, -5.84674], [1.17838, -2.29239, -6.21588], [-2.78658, -0.53173, -0.41342], [-3.43658, -1.58683, 0.19974], [-4.78413, -1.70690, 0.11123], [-5.41139, -2.76238, 0.77229], [-4.66742, -3.61325, 1.61107], [-3.28471, -3.41012, 1.70721], [-2.67804, -2.45885, 0.89836], [-5.31222, -0.96365, -0.48766], [-6.48430, -2.92640, 0.61451], [-5.16667, -4.43213, 2.15859], [-2.66312, -3.99294, 2.39189], [-1.60829, -2.32296, 0.82111]],
  "forces_ev_per_angstrom": [[-1.7, 0.1, -3.6], [1.3, 2.2, 0.4], [0.0, 0.9, 2.0], [0.8, -0.6, 0.9], [1.7, 0.0, 0.3], [-0.2, -0.4, 1.3], [0.1, -0.4, -0.2], [0.0, 0.0, 0.3], [0.3, 0.0, -0.1], [-0.3, -0.1, -0.1], [-0.2, 0.0, 0.0], [-0.3, 0.1, -0.6], [0.4, 0.4, 0.2], [0.0, -0.6, -0.2], [-0.1, 0.3, -0.2], [-0.1, -0.4, -0.3], [0.2, 0.2, 0.2], [-0.2, -0.2, -0.1], [0.3, 0.2, -0.3], [-0.3, -0.2, 0.1], [0.2, -0.2, -0.1], [-0.4, 0.1, 0.0], [0.5, -0.2, -0.3], [-0.5, 0.0, 0.0], [0.1, 0.0, 0.4], [-0.3, 0.2, -0.3], [-0.2, 0.2, 0.4], [-0.5, -0.5, -0.2], [0.4, 1.0, -0.7], [0.6, -1.0, 1.2], [0.0, 0.9, -1.1], [1.0, -0.6, 1.7], [-0.8, 0.0, 0.1], [0.8, 0.3, -0.9], [-0.2, 0.5, -0.5], [-0.2, 0.3, 0.1], [0.1, -0.4, 0.1], [-0.2, 0.1, -0.1], [-0.5, 0.7, 0.9], [0.3, -1.3, 0.0], [0.4, -0.5, 0.3], [-0.2, -0.1, -0.7], [0.1, 0.0, 0.1], [0.3, -0.1, -0.3], [-0.2, 0.4, 0.2], [-0.8, -0.2, 0.1], [-0.4, 0.4, -0.8], [0.4, 0.1, -1.3], [0.0, 0.0, -0.3], [-0.4, 0.2, 0.6], [0.5, 0.1, -0.1], [-0.2, -0.1, 0.3], [0.2, -0.5, 0.5], [0.2, 0.0, -0.2], [-0.1, 0.1, 0.4], [0.0, 0.0, -0.2], [0.1, 0.1, -0.1], [-0.1, 0.0, 0.4], [0.1, 0.0, 0.4], [-0.3, 0.0, 0.2], [-0.1, -0.1, 0.0], [-0.1, 0.0, -0.2], [0.0, 0.0, 0.3], [0.0, -0.1, -0.3], [-0.2, 0.2, 0.1], [0.3, -0.1, -0.1], [-0.6, 0.1, 0.5], [-0.1, 0.1, -0.7], [0.3, -0.3, 0.1], [0.1, 0.0, -0.1], [-2.2, -2.7, 0.7], [0.7, 1.0, -0.5], [0.2, -0.3, 0.2], [0.2, -0.2, 0.0], [-0.1, 0.3, -0.2], [-0.3, -0.2, -0.2], [-0.5, 0.1, 0.3], [0.4, -0.2, 0.2], [0.5, 0.2, 0.2], [0.4, 0.6, -0.3], [-0.2, 0.1, -0.5], [-0.3, 0.1, 0.0]],
  "mulliken_charge": [0.50, 1.41, 0.63, 0.14, 0.75, 0.73, -1.61, -0.08, 0.54, 0.34, -1.57, 0.29, 0.20, 0.45, -1.70, 0.37, 0.25, 0.42, -1.97, 0.28, 0.46, 0.41, -1.70, 0.45, 0.37, 0.39, -0.84, -0.68, -0.26, -1.04, -0.58, -0.58, 1.15, 0.00, 0.50, 0.32, 0.07, 0.26, 0.55, 0.57, -0.24, -0.81, 0.38, 0.09, 0.47, 0.37, 0.86, 0.60, -0.97, -0.95, 0.53, 0.44, 0.46, 0.33, -1.27, 0.36, 0.37, 0.36, -0.85, 0.34, 0.03, 0.41, -1.44, 0.15, 0.37, 0.46, -1.52, 0.46, 0.37, 0.40, -0.49, 0.53, -0.20, -0.63, -0.20, -0.96, -0.31, 0.45, 0.40, 0.41, 0.44, 0.79]
}